Molecular formula: C3H5P3
Method: DFT, ωB97M-V/def2-TZVPD

Results
Lowest unoccupied orbital energy = -0.024 Eh
Energy = -1141.24456 Eh
Spin multiplicity = 1

Atoms and positions in Å:
C: -0.79 0.03 1.48
C: 1.12 -0.90 0.08
C: -0.27 0.98 -1.38
P: -0.56 -1.37 2.33
P: 1.06 -2.15 1.09
P: 0.45 0.68 0.33
H: -1.85 0.78 2.20
H: 1.84 -0.83 -0.79
H: 0.51 0.63 -1.97
H: -0.54 1.91 -1.90
H: -0.96 0.22 -1.49



Molecular formula: C3H2F4O
Method: DFT, ωB97M-V/def2-TZVPD

Results
Lowest unoccupied orbital energy = 0.021 Eh
Energy = -590.13121 Eh
Spin multiplicity = 1

Atoms and positions in Å:
O: -0.28 0.63 1.17
C: 0.79 -0.26 0.79
F: 1.12 -1.13 1.77
C: 1.06 -0.52 -0.77
F: 1.60 -1.67 -1.23
C: 1.91 0.44 -0.04
F: 3.16 0.00 0.16
F: 1.97 1.76 -0.15
H: -0.98 0.09 1.58
H: 0.23 -0.40 -1.39



Molecular formula: C2H6N2O2
Method: DFT, ωB97M-V/def2-TZVPD

Results
Lowest unoccupied orbital energy = 0.030 Eh
Energy = -339.80905 Eh
Spin multiplicity = 1

Atoms and positions in Å:
N: 2.21 -1.09 0.08
C: 2.82 -0.16 0.77
O: 2.35 0.88 1.21
H: 1.19 -0.98 0.10
H: 2.62 -2.03 0.16
H: 3.90 -0.42 0.80
N: -3.18 0.85 -0.53
C: -1.93 0.39 -0.49
O: -1.53 -0.69 0.00
H: -4.04 0.37 -0.24
H: -3.23 1.80 -0.89
H: -1.18 1.08 -0.94



Molecular formula: C8H16IN3P
Method: DFT, ωB97M-V/def2-TZVPD

Results
Charge = +1
Lowest unoccupied orbital energy (spin up / spin down) = -0.168 / -0.168 Eh
Energy = -1117.27961 Eh
Spin multiplicity = 1

Atoms and positions in Å:
C: 1.75 -3.56 1.25
P: 0.62 -2.51 0.59
C: 0.61 -1.29 2.04
N: 0.20 -0.11 2.19
C: -0.80 0.54 1.34
C: -2.13 -0.05 1.70
N: -0.63 0.58 -0.14
C: -1.39 0.09 -1.12
C: -0.92 0.01 -2.55
N: 0.43 1.42 -0.47
C: 0.24 2.19 -1.67
C: 1.73 1.38 -0.01
I: 2.81 -0.20 -1.21
H: 1.97 -3.70 2.41
H: 2.36 -4.28 0.68
H: 1.27 -1.52 2.96
H: -0.67 1.52 1.61
H: -2.11 -1.06 1.49
H: -3.03 0.32 1.06
H: -2.48 -0.08 2.71
H: -2.27 -0.31 -0.78
H: -0.12 -0.62 -2.65
H: -0.63 0.86 -3.09
H: -1.65 -0.46 -3.27
H: 1.16 2.04 -2.45
H: 0.45 3.21 -1.24
H: -0.79 2.26 -2.08
H: 1.71 1.13 0.98
H: 2.33 2.19 -0.28



Molecular formula: C22H42BF4N2O12S4
Method: DFT, ωB97M-V/def2-TZVPD

Results
Expectation value of S² = 0.781
Lowest unoccupied orbital energy (spin up / spin down) = -0.006 / -0.087 Eh
Energy = -3893.00798 Eh
Spin multiplicity = 2

Atoms and positions in Å:
N: 0.08 -0.72 0.45
H: 0.10 0.20 0.04
H: 0.97 -1.19 0.37
H: -0.63 -1.31 0.03
H: -0.21 -0.70 1.42
N: 3.30 -0.48 2.78
H: 4.02 -0.79 3.41
H: 3.64 0.44 2.55
H: 2.34 -0.39 3.09
H: 3.24 -1.11 2.00
C: -1.08 0.85 4.57
C: -2.45 0.84 5.09
C: -3.48 -0.38 4.59
O: -4.66 -0.33 4.90
C: -2.92 -1.34 3.64
C: -1.60 -1.27 3.27
C: -0.68 -0.10 3.70
O: 0.55 0.06 3.30
O: -1.14 -2.31 2.60
O: -2.90 1.77 5.80
H: -0.42 1.61 4.96
H: -3.52 -2.20 3.37
B: 2.41 -3.14 0.45
F: 3.56 -2.81 -0.32
F: 2.60 -4.44 0.82
F: 2.28 -2.50 1.65
F: 1.35 -3.00 -0.33
C: 1.12 4.64 1.23
C: 0.49 4.64 -0.14
C: -0.99 4.23 0.01
S: -1.08 3.07 1.43
O: -1.33 1.69 0.96
O: -1.96 3.65 2.47
C: 0.70 3.29 1.81
H: 0.73 5.47 1.81
H: 2.20 4.77 1.18
H: 0.90 3.94 -0.87
H: 0.60 5.57 -0.70
H: -1.50 3.77 -0.84
H: -1.64 5.06 0.29
H: 1.28 2.54 1.26
H: 0.74 3.09 2.88
C: -2.32 0.19 -4.36
C: -1.12 -0.76 -4.25
C: 0.14 0.03 -4.02
S: -0.37 1.44 -2.96
O: -0.12 2.66 -3.73
O: 0.11 1.20 -1.63
C: -2.14 1.06 -3.04
H: -3.35 -0.16 -4.47
H: -2.12 0.91 -5.14
H: -1.04 -1.38 -5.15
H: -1.26 -1.45 -3.43
H: 0.48 0.42 -4.98
H: 0.91 -0.51 -3.48
H: -2.59 2.05 -3.03
H: -2.61 0.57 -2.18
C: 4.40 2.49 -2.18
C: 3.97 1.19 -2.86
C: 4.41 0.03 -2.07
S: 3.96 0.48 -0.28
O: 5.05 0.04 0.65
O: 2.54 0.14 0.00
C: 4.03 2.36 -0.70
H: 3.90 3.36 -2.60
H: 5.47 2.67 -2.18
H: 4.37 1.07 -3.87
H: 2.88 1.17 -2.92
H: 5.49 -0.13 -2.04
H: 3.96 -0.94 -2.26
H: 4.63 2.80 0.09
H: 3.06 2.80 -0.48
C: -4.27 -3.88 0.76
C: -3.33 -5.09 0.63
C: -2.04 -4.70 -0.11
S: -2.60 -3.35 -1.22
O: -2.82 -3.91 -2.54
O: -1.80 -2.16 -0.89
C: -4.36 -3.23 -0.57
H: -3.85 -3.19 1.50
H: -5.16 -4.26 1.27
H: -3.92 -5.80 0.05
H: -3.07 -5.43 1.63
H: -1.41 -5.35 -0.72
H: -1.42 -4.17 0.61
H: -4.99 -3.82 -1.24
H: -4.69 -2.20 -0.57



Molecular formula: C5H12O
Method: DFT, ωB97M-V/def2-TZVPD

Results
Lowest unoccupied orbital energy = 0.042 Eh
Energy = -272.91659 Eh
Spin multiplicity = 1

Atoms and positions in Å:
C: 1.99 -0.38 -1.82
C: 1.24 0.40 -0.74
C: 0.48 -0.47 0.26
C: -0.38 0.35 1.23
O: -1.52 -0.38 1.65
C: -2.70 -0.02 0.95
H: 2.76 -1.02 -1.36
H: 2.49 0.31 -2.52
H: 1.31 -1.02 -2.39
H: 0.51 1.06 -1.24
H: 1.93 1.06 -0.19
H: -0.18 -1.15 -0.30
H: 1.17 -1.12 0.81
H: 0.18 0.63 2.14
H: -0.68 1.29 0.75
H: -3.34 -0.90 0.91
H: -2.52 0.30 -0.09
H: -3.22 0.78 1.50